# 1
Here is a gas-phase ion, C19H30Cl2FN2O3 (charge +1) from the OMol25 dataset. Energies are from wB97M-V/def2-TZVPD.

```
57
Properties=species:S:1:pos:R:3:forces:R:3:lowdin_charge:R:1
C 4.439 0.164 2.802 -0.1 -0.1 -0.2 -0.113
O 5.132 1.043 1.949 0.3 0.1 0.2 -0.168
C 4.958 0.773 0.586 -0.5 -0.1 -0.4 -0.240
C 3.581 1.192 0.052 0.5 0.6 -0.1 -0.183
C 3.553 2.671 -0.405 -0.3 -0.6 0.4 -0.194
C 2.239 3.373 -0.072 0.1 0.2 -0.7 -0.199
C 1.056 2.815 -0.887 0.1 -0.4 0.4 -0.173
C 0.103 1.882 -0.097 0.3 0.5 -0.2 -0.165
C -0.181 0.614 -0.897 -0.3 0.1 0.0 -0.125
C -1.144 -0.391 -0.314 0.2 -1.0 0.2 -0.029
C -2.483 -0.117 0.007 0.0 -0.3 0.0 -0.031
C -3.068 1.255 -0.175 0.0 0.3 0.2 -0.139
O -2.943 1.929 1.069 0.3 -0.3 0.2 -0.126
O -3.059 3.314 0.737 -0.2 0.2 -0.3 0.003
C -3.315 -1.138 0.496 0.4 -0.5 0.1 -0.104
C -4.773 -0.934 0.832 0.4 0.0 -0.5 -0.094
C -5.607 -1.131 -0.432 0.4 -0.1 -0.1 -0.202
F -6.932 -1.219 -0.109 -0.2 0.0 0.1 -0.009
C -2.776 -2.412 0.669 -0.3 0.8 -0.3 0.062
N -1.502 -2.670 0.350 0.0 0.2 0.2 -0.058
N -1.013 -3.975 0.482 0.0 -0.2 0.0 0.166
C -0.680 -1.721 -0.148 -0.2 0.8 0.1 -0.152
C 0.700 -2.145 -0.450 0.0 0.0 -0.1 -0.719
Cl 1.851 -1.912 0.806 0.0 0.1 0.3 0.774
C 1.012 -2.676 -1.625 0.1 0.0 -0.3 -0.737
C 0.023 -2.879 -2.727 -0.3 0.1 0.0 -0.071
Cl 2.616 -3.145 -1.979 0.2 0.0 0.0 0.757
H 5.012 0.039 3.714 0.1 0.1 0.1 0.091
H 3.444 0.541 3.047 -0.1 0.1 0.1 0.081
H 4.323 -0.821 2.342 0.0 -0.1 0.0 0.068
H 5.716 1.326 0.039 0.2 0.1 0.1 0.125
H 5.123 -0.290 0.375 0.0 -0.1 0.2 0.115
H 2.835 1.073 0.834 -0.1 -0.4 0.1 0.080
H 3.354 0.538 -0.790 -0.3 -0.1 0.0 0.101
H 3.685 2.685 -1.484 0.2 0.3 -0.1 0.112
H 4.379 3.201 0.063 0.1 0.1 0.0 0.114
H 2.047 3.322 0.997 -0.1 0.0 0.2 0.112
H 2.365 4.420 -0.340 0.0 0.2 0.2 0.108
H 1.472 2.255 -1.725 0.0 0.0 -0.2 0.105
H 0.481 3.630 -1.316 -0.1 0.1 -0.1 0.111
H 0.548 1.640 0.865 0.0 -0.2 0.1 0.114
H -0.791 2.454 0.104 -0.3 -0.1 0.2 0.082
H 0.781 0.147 -1.068 0.1 -0.3 -0.1 0.097
H -0.555 0.894 -1.885 -0.1 0.1 -0.1 0.143
H -2.551 1.821 -0.943 0.1 0.0 -0.1 0.132
H -4.123 1.213 -0.425 -0.2 -0.1 -0.3 0.119
H -2.647 3.734 1.502 0.0 -0.1 0.2 0.117
H -5.084 -1.682 1.553 -0.1 0.0 0.2 0.130
H -4.901 0.066 1.230 -0.2 0.0 0.3 0.125
H -5.471 -0.317 -1.142 0.0 0.2 0.0 0.121
H -5.294 -2.047 -0.938 -0.2 -0.2 0.0 0.127
H -3.355 -3.241 1.042 -0.1 -0.1 0.1 0.152
H -1.723 -4.554 0.912 -0.1 0.0 0.0 0.116
H -0.199 -3.980 1.090 0.1 0.2 -0.1 0.114
H 0.418 -3.555 -3.473 0.0 -0.1 -0.1 0.078
H -0.908 -3.294 -2.347 -0.1 -0.1 0.1 0.082
H -0.216 -1.934 -3.212 0.1 0.1 -0.1 0.096
```
Forces are in eV/Å.

Spin multiplicity: 1
SMILES: COCCCCCCCc1c(COO)c(CCF)c[n+](N)c1/C(Cl)=C(\C)Cl
E_tot: -57064.08834 eV
HOMO-LUMO gap: 7.434 eV
Total charge: +1
LUMO energy: -0.1561 Eh


# 2
Here is a molecular structure, C34H45MnN6OP2S from the OMol25 dataset. Energies are from wB97M-V/def2-TZVPD.

```
90
Properties=species:S:1:pos:R:3:forces:R:3:lowdin_charge:R:1
Mn -0.112 -1.326 0.107 0.0 -0.5 -0.4 0.737
C -3.752 -1.238 -0.037 0.0 0.0 0.0 -0.152
C -3.060 -0.687 1.205 0.0 -0.1 0.0 -0.196
N -1.826 -1.390 1.606 0.0 0.1 0.1 -0.104
C -2.031 -2.691 2.294 0.0 0.1 0.0 -0.167
C -2.076 -3.917 1.388 0.0 0.0 0.0 -0.209
N -0.991 -3.870 0.422 0.0 -0.1 -0.1 -0.104
C -0.820 -5.083 -0.386 0.0 0.0 0.1 -0.201
C -0.352 -4.776 -1.803 0.1 0.0 0.0 -0.163
C 0.952 -3.979 -1.873 -0.1 0.1 0.0 -0.184
N 0.803 -2.515 -1.722 0.0 -0.1 -0.1 -0.122
C 0.269 -1.835 -2.909 0.0 0.0 0.0 -0.173
C -1.253 -1.641 -2.864 0.0 0.0 0.1 -0.184
N -1.745 -1.602 -1.479 -0.1 0.2 0.0 -0.118
C -3.062 -0.967 -1.368 0.1 0.0 0.0 -0.208
H -4.740 -0.774 -0.086 0.0 0.0 0.0 0.123
H -3.939 -2.307 0.071 0.0 0.0 0.0 0.102
H -3.771 -0.687 2.039 0.0 0.0 0.0 0.123
H -2.780 0.352 1.025 0.0 0.1 0.0 0.084
H -1.368 -0.791 2.291 0.0 0.0 0.0 0.093
H -2.950 -2.654 2.889 0.0 0.0 0.0 0.124
H -1.193 -2.801 2.983 0.0 0.0 0.0 0.121
H -3.026 -3.984 0.855 0.0 0.0 0.0 0.103
H -2.029 -4.803 2.036 0.0 0.0 0.0 0.128
H -0.119 -3.687 0.924 0.0 0.1 0.0 0.060
H -1.761 -5.638 -0.416 0.0 0.0 -0.1 0.120
H -0.084 -5.746 0.085 0.0 -0.1 0.0 0.127
H -1.139 -4.265 -2.365 0.0 0.0 0.0 0.097
H -0.197 -5.730 -2.314 0.0 0.0 0.0 0.119
H 1.442 -4.181 -2.832 0.0 0.0 0.0 0.117
H 1.633 -4.309 -1.086 0.0 0.0 0.0 0.109
H 1.727 -2.133 -1.539 0.0 -0.1 0.0 0.049
H 0.545 -2.357 -3.832 0.0 0.0 0.0 0.126
H 0.739 -0.854 -2.946 0.0 0.0 0.0 0.089
H -1.777 -2.414 -3.435 0.0 0.0 0.0 0.116
H -1.495 -0.687 -3.337 0.0 0.0 0.0 0.106
H -1.796 -2.555 -1.116 0.0 0.0 0.0 0.077
H -3.718 -1.303 -2.181 0.0 0.0 0.0 0.127
H -2.930 0.112 -1.501 0.0 0.0 0.0 0.088
N 1.349 1.815 -0.104 0.1 0.1 0.1 -0.295
P 2.209 0.731 0.846 -0.2 0.3 0.0 0.672
C 3.790 1.521 1.104 0.1 -0.1 -0.1 -0.294
C 4.948 0.815 0.797 0.0 0.1 0.0 -0.070
C 6.188 1.400 1.017 0.0 0.0 0.0 -0.063
C 6.266 2.685 1.531 0.0 0.0 0.0 -0.063
C 5.108 3.394 1.838 0.0 0.0 0.0 -0.067
C 3.869 2.811 1.633 0.0 0.0 0.0 -0.076
C 1.406 0.686 2.466 0.2 0.0 0.1 -0.291
C 0.271 1.422 2.796 -0.1 0.0 0.0 -0.097
C -0.287 1.330 4.067 0.0 0.0 0.0 -0.075
C 0.299 0.515 5.024 0.0 0.0 0.0 -0.065
C 1.450 -0.198 4.712 0.0 0.0 0.0 -0.054
C 2.007 -0.111 3.449 -0.1 0.0 0.0 -0.095
P -0.261 1.493 -0.581 0.2 0.0 0.1 1.002
C -1.139 2.995 -0.019 -0.1 -0.1 -0.2 -0.381
C -0.462 4.168 0.300 -0.1 0.1 0.1 -0.087
C -1.172 5.294 0.691 0.0 0.0 0.0 -0.062
C -2.560 5.262 0.757 0.0 0.0 0.0 -0.066
C -3.241 4.098 0.433 0.1 0.0 0.0 -0.065
C -2.530 2.969 0.051 0.0 0.0 0.0 -0.120
C -0.175 1.778 -2.383 0.0 0.1 0.0 -0.351
C 1.014 1.652 -3.095 0.0 -0.1 -0.1 -0.115
C 1.039 1.860 -4.470 0.0 0.0 0.1 -0.066
C -0.125 2.192 -5.144 0.0 0.0 0.0 -0.066
C -1.318 2.317 -4.442 0.0 0.0 0.0 -0.066
C -1.343 2.113 -3.072 0.0 0.0 0.0 -0.103
H 1.932 2.313 -0.767 0.0 0.2 0.1 0.072
H 4.874 -0.184 0.387 0.0 0.0 0.0 0.094
H 7.092 0.853 0.784 0.0 0.0 0.0 0.111
H 7.233 3.141 1.698 0.0 0.0 0.0 0.111
H 5.176 4.394 2.243 0.0 0.0 0.0 0.110
H 2.965 3.350 1.894 0.0 0.0 0.0 0.107
H -0.188 2.095 2.090 0.0 0.1 -0.1 0.066
H -1.165 1.915 4.309 0.0 0.0 0.0 0.110
H -0.128 0.451 6.016 0.0 0.0 0.0 0.110
H 1.918 -0.827 5.458 0.0 0.0 0.0 0.114
H 2.894 -0.683 3.213 0.0 0.0 0.0 0.079
H 0.620 4.205 0.259 0.0 0.0 0.0 0.097
H -0.639 6.201 0.942 0.0 0.0 0.0 0.110
H -3.108 6.144 1.061 0.0 0.0 0.0 0.110
H -4.322 4.066 0.481 0.0 0.0 0.0 0.110
H -3.073 2.065 -0.199 0.0 0.0 0.0 0.079
H 1.931 1.351 -2.601 0.0 0.0 0.0 0.099
H 1.972 1.760 -5.009 0.0 0.0 0.0 0.112
H -0.104 2.358 -6.213 0.0 0.0 0.0 0.111
H -2.229 2.584 -4.961 0.0 0.0 0.0 0.112
H -2.277 2.244 -2.538 0.0 0.0 0.0 0.094
O 1.035 -2.356 1.475 0.5 0.0 0.1 -0.787
S 2.545 -2.095 0.940 -0.3 0.2 0.1 0.727
N 2.229 -0.642 0.042 -0.2 -0.4 0.0 -0.563
```
Forces are in eV/Å.

Spin multiplicity: 6
Expectation value of S²: 8.75
Energy relative to the best compared isomer or geometry (same formula, charge and spin): 0.0 kJ/mol
E_tot: -107707.70788 eV
HOMO-LUMO gap (alpha / beta): 7.430 / 7.291 eV
Total charge: +1
LUMO energy (alpha / beta): -0.0644 / -0.0699 Eh